No. 1
The following is a quantum chemistry calculation of a 2-piece molecular cluster, C30H30NO5 overall at a distorted geometry, from the OMol25 dataset.

Positions of all 66 atoms, in Å:
H -0.027 -0.164 -0.972
C -0.494 -3.577 -2.061
H -1.165 -2.849 -2.506
C 0.749 -3.784 -2.684
C 1.240 -3.009 -3.885
O 2.359 -3.153 -4.334
O 0.331 -2.129 -4.391
C 0.734 -1.644 -5.699
C -0.299 -0.681 -6.208
C 1.656 -4.628 -2.092
N 1.331 -5.170 -0.867
C 0.253 -4.759 -0.125
C -0.609 -3.848 -0.690
C -1.526 -3.168 0.293
O -1.635 -3.556 1.447
O -2.194 -2.090 -0.190
C -3.205 -1.644 0.754
C -3.883 -0.374 0.292
H 1.720 -1.163 -5.624
H 0.810 -2.516 -6.368
H -0.094 -0.463 -7.256
H -1.302 -1.106 -6.148
H -0.287 0.272 -5.678
H 2.662 -4.777 -2.456
H 2.017 -5.771 -0.416
H 0.233 -5.040 0.921
H -3.946 -2.458 0.834
H -2.730 -1.474 1.735
H -4.797 -0.245 0.890
H -3.271 0.524 0.467
H -4.176 -0.406 -0.765
C 1.937 4.116 6.608
C 1.063 4.424 5.561
C 0.256 3.424 4.998
C 0.342 2.115 5.482
O -0.349 1.037 4.905
C -0.287 0.816 3.522
C 0.490 -0.268 3.101
C 0.864 -0.334 1.765
C 0.338 0.612 0.870
C 0.685 0.523 -0.581
C 0.585 1.698 -1.529
C 0.512 1.358 -2.892
C 0.412 2.353 -3.863
C 0.347 3.692 -3.460
C 0.350 4.028 -2.104
C 0.548 3.040 -1.127
C -0.741 1.403 1.253
C -1.005 1.580 2.604
C 1.176 1.813 6.567
C 1.996 2.808 7.108
H 2.564 4.904 7.024
H 0.998 5.442 5.168
H -0.420 3.642 4.174
H 0.862 -1.002 3.814
H 1.553 -1.111 1.421
H 1.661 0.032 -0.729
H 0.490 0.282 -3.137
H 0.370 2.049 -4.914
H 0.281 4.446 -4.236
H 0.196 5.065 -1.821
H 0.637 3.315 -0.071
H -1.339 1.875 0.467
H -1.722 2.309 2.965
H 1.213 0.791 6.942
H 2.683 2.569 7.926

Computed properties:
**Multiplicity**: 1
**Electronic energy**: -43317.235 eV
**Frontier orbital gap**: 5.138 eV
**ΔE to the lowest compared entry with this formula, charge and spin**: 0.0000 eV
**Net charge**: +1
**Lowest unoccupied orbital energy**: -5.2 eV

***

No. 2
The following is a quantum chemistry calculation of C30H31AsO4SbSe5Tc as an isolated structure, from the OMol25 dataset.

Positions of all 73 atoms, in Å:
Tc -0.040 -0.064 0.207
C 1.585 1.450 2.968
C 0.417 1.413 2.023
C 0.397 2.217 0.875
C 1.535 3.147 0.560
C -0.762 2.221 0.034
C -0.778 3.050 -1.218
C -1.930 1.544 0.437
C -3.232 1.790 -0.265
C -1.865 0.633 1.524
C -3.032 -0.278 1.791
C -0.722 0.603 2.362
C -0.765 -0.071 3.708
H 1.481 2.312 3.633
H 2.531 1.540 2.443
H 1.631 0.559 3.586
H 2.189 2.729 -0.207
H 2.130 3.359 1.443
H 1.149 4.094 0.186
H -1.157 4.054 -1.006
H -1.412 2.592 -1.973
H 0.221 3.149 -1.634
H -3.367 1.115 -1.109
H -3.270 2.811 -0.638
H -4.062 1.654 0.424
H -3.747 0.189 2.472
H -2.702 -1.217 2.228
H -3.556 -0.514 0.866
H -0.036 -0.871 3.817
H -1.748 -0.478 3.920
H -0.550 0.677 4.474
Se -2.106 -0.881 -5.331
Sb 0.115 -1.504 -4.369
Se 1.390 -3.060 -5.540
Se 0.832 0.773 -3.590
Se 1.690 0.183 -1.516
O -1.707 -0.202 -1.790
Se -1.661 -1.803 -1.587
O -2.995 -2.650 -1.649
O -0.496 -2.422 -2.677
O -0.875 -1.924 -0.093
C 2.746 -5.098 -2.082
C 3.574 -3.992 -1.955
C 3.260 -2.989 -1.051
C 2.111 -3.098 -0.274
C 1.285 -4.210 -0.394
C 1.606 -5.208 -1.300
As 1.654 -1.699 0.980
C 3.308 -1.089 1.730
C 4.278 -0.283 1.156
C 5.394 0.068 1.903
C 5.526 -0.385 3.210
C 4.554 -1.192 3.784
C 3.434 -1.554 3.047
C 2.312 -2.392 3.536
C 2.210 -2.953 4.805
C 1.101 -3.721 5.131
C 0.088 -3.940 4.206
C 0.170 -3.380 2.939
C 1.277 -2.612 2.618
H 2.991 -5.875 -2.793
H 4.465 -3.908 -2.562
H 3.908 -2.128 -0.960
H 0.389 -4.299 0.206
H 0.960 -6.070 -1.399
H 4.172 0.077 0.139
H 6.162 0.692 1.467
H 6.399 -0.108 3.786
H 4.679 -1.536 4.803
H 2.991 -2.802 5.539
H 1.027 -4.159 6.117
H -0.767 -4.546 4.474
H -0.625 -3.532 2.219

Computed properties:
**<S²>**: 3.7785
**Multiplicity**: 4
**Electronic energy**: -436103.020 eV
**Frontier orbital gap (spin up / spin down)**: 7.264 / 5.813 eV
**Net charge**: +1
**Lowest unoccupied orbital energy (spin up / spin down)**: -3.4 / -5.0 eV

***

No. 3
The following is a quantum chemistry calculation of C30H31BiN6O3 as an isolated structure, from the OMol25 dataset.

Positions of all 71 atoms, in Å:
Bi -0.144 0.050 -0.450
C 0.809 0.924 3.947
C 0.251 0.941 2.568
N 0.761 0.253 1.605
N 1.928 -0.444 1.781
C 2.460 -0.772 0.624
O 1.909 -0.491 -0.533
C 3.733 -1.499 0.599
C 4.236 -2.085 1.762
C 5.439 -2.766 1.719
C 6.146 -2.854 0.525
C 5.646 -2.272 -0.632
C 4.437 -1.599 -0.599
C -0.887 1.832 2.219
C -1.450 2.689 3.143
C -2.427 3.584 2.718
C -2.814 3.588 1.391
C -2.219 2.679 0.530
N -1.280 1.827 0.935
H 1.652 0.247 4.007
H 1.133 1.924 4.242
H 0.033 0.609 4.648
H 3.682 -2.005 2.687
H 5.830 -3.225 2.616
H 7.093 -3.376 0.499
H 6.202 -2.340 -1.557
H 4.041 -1.139 -1.494
H -1.136 2.671 4.176
H -2.875 4.272 3.422
H -3.562 4.275 1.024
H -2.512 2.625 -0.512
C -0.791 1.607 -8.277
C -0.682 0.504 -7.260
C 0.562 0.021 -6.855
C 0.663 -1.022 -5.951
C -0.484 -1.606 -5.425
N -0.314 -2.648 -4.474
C -1.170 -3.690 -4.252
O -2.217 -3.903 -4.799
N -0.642 -4.567 -3.259
C -0.348 -4.156 -1.981
C 0.141 -5.040 -1.010
C 0.439 -4.572 0.254
C 0.238 -3.229 0.552
N -0.259 -2.400 -0.367
C -0.538 -2.842 -1.593
C -1.733 -1.144 -5.810
C -1.815 -0.097 -6.719
H -0.036 2.376 -8.112
H -1.773 2.077 -8.248
H -0.642 1.217 -9.285
H 1.464 0.451 -7.273
H 1.641 -1.405 -5.676
H 0.640 -2.816 -4.190
H -0.935 -5.526 -3.384
H 0.295 -6.082 -1.264
H 0.830 -5.237 1.012
H 0.449 -2.825 1.533
H -0.959 -2.127 -2.293
H -2.634 -1.605 -5.428
H -2.795 0.250 -7.025
C -1.007 1.975 -3.533
C 0.401 2.152 -3.066
C 1.318 2.972 -3.908
O 0.830 1.674 -2.011
H -1.469 2.961 -3.630
H -1.612 1.355 -2.873
H -1.006 1.541 -4.537
H 0.969 3.055 -4.934
H 2.327 2.566 -3.868
H 1.357 3.977 -3.475

Computed properties:
**Multiplicity**: 1
**Electronic energy**: -52523.487 eV
**Frontier orbital gap**: 6.124 eV
**ΔE to the lowest compared entry with this formula, charge and spin**: 0.2566 eV
**Net charge**: +2
**Lowest unoccupied orbital energy**: -6.8 eV

***

No. 4
The following is a quantum chemistry calculation of C30H31BrFeN5O4 as an isolated structure, from the OMol25 dataset.

Positions of all 72 atoms, in Å:
Fe -0.014 -1.070 -1.162
C -2.870 -4.947 4.019
C -2.050 -4.032 3.153
C -1.354 -2.960 3.665
C -0.573 -2.115 2.850
C 0.077 -0.996 3.437
N 0.814 -0.142 2.792
C 1.450 1.041 3.385
C 1.780 2.099 2.319
C 3.266 2.232 1.977
N 3.807 0.975 1.425
C 3.652 0.517 0.222
C 3.135 1.219 -0.916
C 3.502 2.517 -1.307
C 3.025 3.073 -2.478
C 3.452 4.440 -2.938
C 2.125 2.313 -3.234
C 1.702 1.047 -2.857
C 0.707 0.346 -3.656
N -0.011 -0.629 -3.245
C -0.904 -1.276 -4.225
C -1.780 -2.353 -3.605
C -0.998 -3.425 -2.837
N -0.764 -3.001 -1.449
C -1.258 -3.716 -0.509
C -1.228 -3.430 0.916
C -1.968 -4.239 1.771
C -0.487 -2.356 1.454
O 0.261 -1.595 0.715
C 2.236 0.457 -1.690
O 1.880 -0.723 -1.263
H -2.916 -4.586 5.044
H -2.444 -5.951 4.036
H -3.890 -5.029 3.643
H -1.405 -2.752 4.729
H -0.056 -0.823 4.502
H 0.896 -0.328 1.787
H 2.352 0.727 3.919
H 0.771 1.450 4.131
H 1.452 3.077 2.673
H 1.212 1.898 1.406
H 3.855 2.467 2.862
H 3.409 3.034 1.263
H 4.241 0.347 2.090
H 3.909 -0.530 0.088
H 4.230 3.072 -0.726
H 4.228 4.850 -2.294
H 2.609 5.132 -2.934
H 3.843 4.405 -3.955
H 1.726 2.740 -4.149
H 0.578 0.702 -4.682
H -0.277 -1.727 -4.998
H -1.528 -0.519 -4.705
H -2.318 -2.839 -4.419
H -2.529 -1.910 -2.947
H -0.030 -3.608 -3.310
H -1.552 -4.365 -2.840
H -1.786 -4.631 -0.784
H -2.519 -5.070 1.340
Br -2.349 5.660 1.325
C -2.920 3.962 0.751
C -4.276 3.639 0.756
N -4.734 2.454 0.368
C -3.860 1.543 -0.040
C -2.490 1.780 -0.078
C -2.009 3.021 0.325
C -1.556 0.732 -0.520
O -1.971 -0.396 -0.928
O -0.297 0.915 -0.484
H -5.009 4.366 1.084
H -4.257 0.584 -0.351
H -0.949 3.237 0.292

Computed properties:
**<S²>**: 8.7588
**Multiplicity**: 6
**Electronic energy**: -151672.418 eV
**Frontier orbital gap (spin up / spin down)**: 7.451 / 7.194 eV
**ΔE to the lowest compared entry with this formula, charge and spin**: 0.0000 eV
**Net charge**: +2
**Lowest unoccupied orbital energy (spin up / spin down)**: -6.2 / -6.5 eV